Record 1
The following is a quantum chemistry calculation of C18H24BBaN8OS4 as an isolated structure, from the Open Molecules 2025 dataset.

Structure (ORCA input):
```
! RIJCOSX wB97M-V def2-TZVPD def2/J DEFGRID3
* xyz -1 1
Ba 0.19577 0.20521 0.21046
B 3.16803 -0.12230 3.25537
N 1.62491 -0.13689 3.60532
C 1.21983 -0.13655 4.88445
C -0.16008 -0.21138 4.92060
C -0.52591 -0.25073 3.57242
N 0.55869 -0.20739 2.78407
N 3.53668 -0.03943 1.72710
C 4.82091 -0.02560 1.33783
C 4.87116 0.02632 -0.04161
C 3.52905 0.04097 -0.42680
N 2.72767 0.00431 0.64453
H 3.64880 -1.15258 3.69724
H 3.64612 0.84941 3.81263
H 1.94156 -0.08177 5.68444
H -0.79830 -0.22538 5.78921
H -1.51567 -0.28690 3.13009
H 5.61415 -0.05302 2.06957
H 5.74516 0.04885 -0.67071
H 3.11273 0.07874 -1.42573
S -0.70528 0.36482 -2.64072
C -0.38781 2.04720 -3.04668
C -0.42846 2.32732 -4.47080
N -0.47482 2.50362 -5.60846
C -0.14560 3.08611 -2.19946
S -0.02124 3.09039 -0.45036
C 0.03150 4.40021 -2.80340
N 0.15900 5.45421 -3.25016
C -2.72820 -3.35934 -1.71532
N -2.65462 -3.28146 -0.26210
C -3.72616 -3.15848 0.61603
C -3.21812 -2.99784 1.84940
N -1.84124 -3.03847 1.71148
C -1.47654 -3.21080 0.41340
S 0.07746 -3.33921 -0.20488
H -3.76680 -3.52037 -1.99939
H -2.11227 -4.18232 -2.06797
H -2.36068 -2.43758 -2.16563
H -4.74882 -3.20102 0.27961
H -3.70634 -2.86304 2.79821
H -1.15455 -2.86255 2.42877
C -5.91505 -0.51859 -1.02980
C -4.87897 -0.07500 -0.00268
S -3.25854 0.17394 -0.80483
O -2.27485 0.07456 0.35726
C -3.47164 1.92324 -1.22267
C -3.44879 2.85924 -0.01807
H -6.89394 -0.65240 -0.56679
H -5.62650 -1.46453 -1.49737
H -6.03004 0.21339 -1.83267
H -4.68655 -0.84565 0.74192
H -5.16971 0.83688 0.51515
H -4.41258 1.95516 -1.78048
H -2.65696 2.14378 -1.91394
H -4.43611 2.99712 0.42544
H -3.06940 3.83081 -0.32938
H -2.76467 2.48803 0.74334
*
```

## Properties
LUMO level, eV: 1.83
Frontier orbital gap, eV: 5.899
HOMO, eV: -4.07
Strongest force on any atom, eV/Å: 1.4

Atom charges from the natural (NBO) analysis, given in e for atoms 1 to 4: Ba 1.775; B 0.199; N -0.276; C -0.017

Record 2
The following is a quantum chemistry calculation of a 2-piece molecular cluster, C18H24BN2 overall, from the Open Molecules 2025 dataset.

Structure (ORCA input):
```
! RIJCOSX wB97M-V def2-TZVPD def2/J DEFGRID3
* xyz 1 1
C -5.01392 -1.12854 1.63975
N -3.79761 -1.90097 1.44438
C -4.00956 -3.33863 1.38951
C -2.55365 -1.36305 1.74661
C -2.16430 -1.27345 3.09903
C -0.94498 -0.75188 3.37201
N -0.14238 -0.34007 2.36976
B 1.15633 0.21163 2.74456
H 2.32737 1.07662 -0.42141
C -0.48265 -0.40088 1.05567
C -1.70915 -0.91372 0.68325
H -4.76038 -0.07543 1.80452
H -5.62779 -1.21465 0.72975
H -5.58339 -1.50452 2.50863
H -3.04558 -3.85779 1.38961
H -4.60330 -3.67872 2.25661
H -4.54801 -3.57403 0.45905
H -2.80155 -1.61345 3.90979
H -0.54824 -0.63381 4.37083
H 1.11293 1.38896 2.84853
H 2.01905 -0.57966 2.68770
H 0.25330 -0.02758 0.34559
H -2.01483 -0.96530 -0.37495
C 3.11704 2.80212 -1.14890
C 4.49879 2.79658 -0.42262
C 5.00216 1.38858 -0.63172
C 4.07106 0.58994 -1.20418
C 2.75991 1.32877 -1.37429
C 1.61272 0.93276 -2.29602
C 1.61650 -0.34303 -2.86797
C 0.47031 -0.84892 -3.45945
C -0.69495 -0.09546 -3.53186
C -0.70649 1.18945 -2.97223
C 0.43753 1.70341 -2.35606
H 2.35138 3.23585 -0.50931
H 3.15835 3.44261 -2.03602
H 5.17965 3.55366 -0.83217
H 4.36568 3.04884 0.64648
H 5.98360 1.11308 -0.25709
H 4.13137 -0.48320 -1.37251
H 2.48992 -0.96284 -2.72170
H 0.48019 -1.86462 -3.84500
H -1.58083 -0.48449 -4.04085
H -1.62392 1.76241 -2.99590
H 0.36233 2.65341 -1.82945
*
```

## Properties
LUMO level, eV: -4.40
Frontier orbital gap, eV: 6.650
HOMO, eV: -11.05
Strongest force on any atom, eV/Å: 1.5

Atom charges from the natural (NBO) analysis, given in e for atoms 1 to 4: C -0.401; N -0.519; C -0.400; C 0.319

Record 3
The following is a quantum chemistry calculation of C18H24BiN2Se2Te2 as an isolated structure, from the Open Molecules 2025 dataset.

Structure (ORCA input):
```
! RIJCOSX wB97M-V def2-TZVPD def2/J DEFGRID3
* xyz 1 1
Bi 4.09599 1.56248 0.32032
C -3.31269 1.41121 -0.61783
C -2.43367 2.66166 -0.46230
C -2.95469 3.51694 0.65426
C -2.52607 3.47845 -1.75780
C -0.97574 2.44135 -0.12080
C -0.06545 3.55157 0.07261
C 1.29526 3.31413 0.33260
N 1.77118 2.04245 0.43455
C 0.90236 0.98992 0.24131
C -0.39544 1.18828 -0.21442
C 1.32483 -0.38936 0.33520
C 0.42126 -1.47901 0.15452
C 0.86447 -2.77937 0.27078
C 2.30346 -2.95032 0.45754
C 3.10986 -1.84864 0.47443
N 2.61252 -0.56593 0.52764
C -0.07371 -3.98146 0.17752
C -0.64230 -4.17881 1.62261
C -1.28096 -3.66621 -0.71712
C 0.63873 -5.27519 -0.31369
H -4.27180 1.62492 -1.13287
H -3.53795 1.02139 0.40967
H -2.88048 0.55391 -1.21302
H -3.93848 3.89348 0.45123
H -2.29536 4.38463 0.82279
H -3.03986 2.95041 1.61295
H -3.55330 3.72775 -1.87609
H -2.12611 2.93342 -2.64347
H -1.87467 4.37051 -1.64664
H -0.35674 4.57680 0.09163
H 1.97813 4.15550 0.35642
H -0.95191 0.31502 -0.56816
H -0.63785 -1.37121 -0.04158
H 2.85885 -3.93880 0.47737
H 4.17998 -2.02571 0.46453
H -1.16516 -3.28101 2.04598
H 0.24255 -4.39073 2.34228
H -1.27140 -5.06233 1.71499
H -1.94278 -2.95605 -0.21210
H -1.82630 -4.62285 -0.89037
H -1.06426 -3.25443 -1.71168
H 1.10218 -5.82543 0.51825
H 1.34010 -5.00757 -1.07268
H -0.03612 -6.00576 -0.71542
Se 4.83433 2.84531 2.83653
Te 4.93599 4.70411 1.19572
Te 6.23563 3.87350 -1.13481
Se 4.38353 2.76709 -2.35337
*
```

## Properties
LUMO level, eV: -4.40
Frontier orbital gap, eV: 5.745
HOMO, eV: -10.14
Strongest force on any atom, eV/Å: 2.4

Atom charges from the natural (NBO) analysis, given in e for atoms 1 to 4: Bi 1.422; C -0.615; C -0.113; C -0.597

Record 4
The following is a quantum chemistry calculation of C18H24CuN2O4 as an isolated structure, from the Open Molecules 2025 dataset.

Structure (ORCA input):
```
! RIJCOSX wB97M-V def2-TZVPD def2/J DEFGRID3
* xyz 1 1
C 0.09441 -2.01512 -3.49153
C -0.66078 -1.14190 -4.51242
H 0.05180 -3.05769 -3.78990
H 1.13950 -1.69416 -3.44425
C -0.94687 0.16639 -4.15025
C -0.91781 0.71608 -2.73602
H -1.93358 1.05589 -2.37914
H -0.36438 1.67321 -2.80301
C -1.21712 -1.78042 -5.78801
H -1.12269 -2.87756 -5.72535
H -0.73561 -1.51427 -6.75269
H -2.30684 -1.63043 -5.97515
C -1.38500 1.07289 -5.27905
H -2.42468 0.92392 -5.62756
H -0.78410 0.84232 -6.17266
H -1.25783 2.14692 -5.07462
Cu -0.19800 -0.06088 2.49028
O -0.34926 -0.36674 0.58834
C 0.20379 0.20829 -0.38418
O 0.86292 1.63633 2.09519
C 1.60878 1.61299 1.10946
O 2.72850 2.29415 1.10615
N 1.37333 0.95511 -0.11171
C 3.42022 2.03038 -0.17406
C 2.54613 1.11662 -0.98866
H 4.38470 1.56656 0.08879
H 3.55496 2.98568 -0.69857
H 3.06009 0.17291 -1.18916
H 2.21329 1.56133 -1.92629
C -0.12344 -0.18957 -1.84572
C -0.53324 -1.71606 -2.17301
H 0.92429 -0.17401 -2.18623
H -0.51165 -2.15171 -1.17151
H -1.66871 -1.80862 -2.48617
O 1.34609 -1.13566 3.73742
C 1.28807 -0.72603 5.10562
C -0.12119 -0.29211 5.35877
C -0.62651 -0.23382 6.66897
C -1.93786 0.21087 6.87470
C -2.70346 0.55683 5.75171
C -2.14569 0.43591 4.47981
N -0.87470 0.00189 4.26967
H 2.27311 -1.32835 3.50313
H 1.98738 0.10204 5.29212
H 1.53708 -1.58049 5.74917
H 0.02349 -0.52309 7.49651
H -2.36597 0.31157 7.87580
H -3.72877 0.94253 5.83371
H -2.67620 0.69907 3.56158
*
```

## Properties
LUMO level, eV: -2.74
Frontier orbital gap, eV: 8.058
HOMO, eV: -10.80
Strongest force on any atom, eV/Å: 4.3

Atom charges from the natural (NBO) analysis, given in e for atoms 1 to 4: C -0.433; C 0.034; H 0.232; H 0.199

Record 5
The following is a quantum chemistry calculation of C18H24F2N8OPPt as an isolated structure, from the Open Molecules 2025 dataset.

Structure (ORCA input):
```
! RIJCOSX wB97M-V def2-TZVPD def2/J DEFGRID3
* xyz 1 1
Pt 0.62809 -0.24474 -1.34494
C 2.79007 4.78072 0.05878
N 2.33113 3.74265 -0.84764
C 2.34845 3.80459 -2.20927
C 1.87447 2.60305 -2.65930
N 1.57318 1.82138 -1.59094
C 1.85961 2.51583 -0.49686
P 1.63549 1.99851 1.24004
C 2.48955 0.38368 1.16263
N 2.45020 -0.43795 0.13160
C 3.27224 -1.47988 0.42251
C 3.82816 -1.28374 1.65813
N 3.33631 -0.09661 2.11733
C 3.63641 0.47840 3.41631
C -0.09322 1.40739 1.08216
N -0.68747 1.06416 -0.05140
C -1.99084 0.79662 0.24882
C -2.19464 1.00278 1.58175
N -0.99017 1.39550 2.10184
C -0.73778 1.67093 3.50459
H 3.13375 5.63332 -0.51931
H 3.61829 4.41753 0.66504
H 1.98583 5.10813 0.71531
H 2.68534 4.67549 -2.74451
H 1.73981 2.25298 -3.66804
H 3.42277 -2.27986 -0.28282
H 4.52467 -1.87623 2.22700
H 4.71421 0.54524 3.55256
H 3.22272 -0.13952 4.21278
H 3.20910 1.47488 3.48500
H -2.68861 0.50882 -0.51935
H -3.07867 0.91577 2.19057
H -1.50748 2.33203 3.89713
H 0.22979 2.15562 3.61006
H -0.73373 0.74669 4.08174
N -0.47731 -1.93200 -0.40146
C -1.46061 -2.47559 -0.69544
N -2.55681 -3.08656 -1.04823
C -3.14340 -2.88643 -2.38060
C -4.51195 -2.23117 -2.23072
O -5.33097 -2.93964 -1.32019
C -4.75549 -3.02408 -0.03291
C -3.42888 -3.77097 -0.09000
H -3.25224 -3.86406 -2.85502
H -2.47780 -2.26552 -2.97838
H -5.03505 -2.23679 -3.18495
H -4.39033 -1.19100 -1.89689
H -5.46919 -3.54851 0.59985
H -4.58681 -2.01699 0.37565
H -3.60171 -4.78740 -0.44918
H -2.94942 -3.80406 0.88624
F 0.42194 -1.28494 -3.90163
C 1.30257 -1.44574 -2.85779
F 2.53312 -1.08487 -3.32719
H 1.33335 -2.51780 -2.64049
*
```

## Properties
LUMO level (alpha / beta), eV: -2.37 / -2.36
Frontier orbital gap (alpha / beta), eV: 7.442 / 7.445
HOMO (alpha / beta), eV: -9.81 / -9.81
Strongest force on any atom, eV/Å: 1.7

Atom charges from the natural (NBO) analysis, given in e for atoms 1 to 4: Pt 0.825; C -0.408; N -0.313; C -0.061

- Which of these has the lowest strongest force on any atom?
  C18H24BBaN8OS4